Below is a single C4H10O3 molecule, with properties calculated with ωB97M-V/def2-TZVPD.

Calculated values
HOMO-LUMO gap in eV: 7.7
E_tot in eV: -10447.9149
Relative energy (zero: lowest compared OMol25 entry of this formula, charge and spin) in kcal per mole: 122.9

Structure (ORCA input):
```
! RIJCOSX wB97M-V def2-TZVPD def2/J DEFGRID3
* xyz 0 1
C -0.59713 0.74301 -1.46929
O -0.12086 0.92665 -0.11373
C 1.42528 1.30942 0.06852
C -0.34586 -0.05515 0.96106
O -1.64675 -0.52486 0.88662
C 0.58030 -1.26281 0.94947
O 0.49491 -1.98773 -0.25687
H -1.69134 0.71577 -1.51494
H -0.15946 -0.15082 -1.91602
H -0.24445 1.63548 -1.98989
H 1.82070 0.64005 -0.71861
H 1.39807 2.31960 -0.36417
H -0.13255 0.56938 1.83145
H -2.24639 0.20659 1.07996
H 0.27771 -1.86993 1.81758
H 1.61327 -0.94533 1.08949
H -0.42543 -2.26932 -0.34064
*
```

***

Below is 3 unconnected molecules or ions with the total composition C12H33ClN2P, with properties calculated with ωB97M-V/def2-TZVPD.

Calculated values
HOMO-LUMO gap in eV: 5.8
E_tot in eV: -37762.2425

Structure (ORCA input):
```
! RIJCOSX wB97M-V def2-TZVPD def2/J DEFGRID3
* xyz 1 1
P 0.93684 -1.67130 2.03866
Cl -0.99798 -1.82925 2.21759
H 1.56769 -2.22280 3.15377
H 1.36952 -2.35014 0.90116
H 1.29672 -0.32941 1.92173
C 5.59195 -1.34665 -2.79508
C 4.43215 -0.62531 -2.13053
N 4.57332 -0.54121 -0.68086
C 3.36725 -0.12608 -0.01050
C 2.81009 1.28111 -0.26063
C 5.81375 0.05904 -0.19403
C 6.14173 1.47942 -0.65979
H 5.74476 -2.32925 -2.34760
H 5.38160 -1.47910 -3.85602
H 6.52233 -0.78452 -2.71685
H 3.50802 -1.17867 -2.32599
H 4.30471 0.35972 -2.60252
H 3.53985 -0.25185 1.07097
H 2.59084 -0.85269 -0.30195
H 3.40733 2.04754 0.22862
H 1.78822 1.36645 0.12431
H 2.76818 1.50636 -1.32561
H 6.63169 -0.60182 -0.48271
H 5.78007 0.02431 0.89838
H 5.98973 1.59377 -1.73383
H 7.19020 1.69824 -0.45553
H 5.54618 2.23727 -0.15272
C -6.70310 0.88469 -1.00259
C -6.24471 0.32308 0.33291
N -5.03276 -0.47809 0.22711
C -4.75022 -1.26488 1.41012
C -4.42466 -0.52470 2.71393
C -3.89308 0.17352 -0.39604
C -3.37153 1.47225 0.23290
H -6.80918 0.08766 -1.73914
H -7.66933 1.37428 -0.88285
H -6.01029 1.62880 -1.39741
H -7.02126 -0.33709 0.72770
H -6.14878 1.14915 1.05470
H -3.92392 -1.94150 1.15747
H -5.61519 -1.90913 1.58943
H -3.43780 -0.05840 2.68668
H -4.44046 -1.22543 3.55200
H -5.14994 0.25810 2.93395
H -4.15275 0.37976 -1.43579
H -3.08701 -0.56746 -0.43903
H -4.18844 2.15369 0.47282
H -2.71553 1.98737 -0.47140
H -2.80681 1.30115 1.15010
*
```

***

Below is a molecular structure, C19H34IrN2O4P2S, with properties calculated with ωB97M-V/def2-TZVPD.

Calculated values
HOMO-LUMO gap in eV: 8.1
E_tot in eV: -63675.5138
Relative energy (zero: lowest compared OMol25 entry of this formula, charge and spin) in kcal per mole: 34.5

Structure (ORCA input):
```
! RIJCOSX wB97M-V def2-TZVPD def2/J DEFGRID3
* xyz 1 1
Ir 0.79647 0.56467 -1.15147
C 0.62675 3.38709 0.83237
P 1.49693 2.60043 -0.54138
C 1.48052 3.82853 -1.87252
C 3.24452 2.42151 -0.04472
C 3.92092 1.51533 -1.07677
P 2.97255 -0.05506 -1.23124
C 3.48532 -0.71432 -2.83098
C 3.67989 -1.12132 0.04000
H 1.11658 4.31173 1.14037
H 0.59501 2.69648 1.67514
H -0.38970 3.60977 0.50961
H 2.03145 4.71685 -1.56050
H 0.45078 4.11221 -2.08997
H 1.92814 3.42673 -2.78044
H 3.24521 1.94758 0.94088
H 3.73352 3.39250 0.04539
H 4.95873 1.29908 -0.81848
H 3.92315 1.99388 -2.06017
H 4.57676 -0.72685 -2.86979
H 3.11065 -0.07396 -3.62851
H 3.11627 -1.72729 -2.95946
H 4.76815 -1.08464 -0.01750
H 3.32335 -2.13405 -0.12175
H 3.34958 -0.78581 1.02156
C -3.03272 -2.89841 -1.67696
C -3.48560 -1.63969 -2.39808
N -2.46165 -0.59791 -2.38609
C -2.43252 0.53370 -1.72482
S -1.17850 1.71132 -2.08217
N -3.31950 0.89345 -0.80409
C -4.11001 0.02830 0.07757
C -4.09414 0.60205 1.48227
H -3.83070 -3.63938 -1.67917
H -2.74364 -2.68481 -0.64768
H -2.16969 -3.33851 -2.17559
H -4.40197 -1.23470 -1.97609
H -3.69725 -1.85684 -3.44649
H -1.58917 -0.80533 -2.86321
H -3.18559 1.83755 -0.47328
H -3.65531 -0.96050 0.07851
H -5.13489 -0.05076 -0.29069
H -3.07297 0.66310 1.85942
H -4.66591 -0.03896 2.15149
H -4.54764 1.59432 1.50891
O 1.47709 -2.56359 -1.37661
C 0.63319 -2.26328 -2.19725
O 0.21931 -1.06229 -2.44634
H 0.26824 -3.00180 -2.93048
O -0.89461 -0.85149 0.35184
C -0.01867 -0.56799 1.16393
O 1.03023 0.14545 0.80186
C -0.05129 -0.95984 2.59408
C 0.84742 -0.42728 3.51349
C 0.77192 -0.79955 4.84568
C -0.19363 -1.70724 5.25816
C -1.08682 -2.24457 4.34052
C -1.01897 -1.86899 3.00981
H 1.60100 0.27527 3.18422
H 1.46636 -0.38442 5.56358
H -0.24904 -1.99951 6.29808
H -1.83190 -2.95857 4.66359
H -1.70198 -2.27934 2.27838
*
```